The following is a DFT calculation (ωB97M-V with the def2-TZVPD basis set) of C5H8O3 in the gas phase at a distorted geometry.

strongest force on any atom: 1.3 eV/Å
HOMO-LUMO gap: 0.3864 Eh
DFT total energy: -420.909853 hartree
structure (SMILES): C=COOC(=O)CC
energy above the lowest of the compared OMol25 structures with the same formula, charge and spin: 91.7 kcal/mol
LUMO energy: 1.0 eV

Each line ends with the Löwdin charge.
Positions of all 16 atoms, in Å:
C -2.47 1.66 -0.90  0.068
C -1.78 0.68 -1.46  -0.241
O -1.75 -0.54 -0.85  -0.008
O -0.46 -1.06 -0.44  0.064
C 0.62 -0.31 -0.45  -0.514
O 0.76 0.77 -0.95  0.123
C 1.67 -1.06 0.35  -0.139
C 1.55 -0.61 1.81  -0.080
H -2.92 1.54 0.06  0.067
H -2.65 2.58 -1.42  0.060
H -1.31 0.76 -2.43  0.122
H 1.50 -2.13 0.26  0.117
H 2.66 -0.80 -0.05  0.123
H 2.28 -1.14 2.42  0.073
H 1.75 0.46 1.89  0.084
H 0.56 -0.81 2.19  0.081